<i>
Computed, not measured: 2 unconnected molecules or ions with the total composition C2H3NO2, with wB97M-V/def2-TZVPD.

ORCA input file:
```
! wB97M-V def2-TZVPD RIJCOSX def2/J DEFGRID3
* xyz 0 1
C -2.902 -0.278 0.268
N -1.831 -0.082 -0.116
O -0.711 0.169 -0.385
H -3.908 -0.538 0.368
C 2.339 0.184 -0.035
O 2.084 -0.978 0.057
H 1.555 0.951 -0.103
H 3.373 0.572 -0.053
*
```

- E_HOMO: -9.7166 eV
- Orbital gap: 10.6 eV
- Molecular weight: 73.051 g/mol
- Structure (SMILES): C#[N+][O-].C=O

***

<ii>
Computed, not measured: C2H3NO2 in the gas phase, with wB97M-V/def2-TZVPD.

ORCA input file:
```
! wB97M-V def2-TZVPD RIJCOSX def2/J DEFGRID3
* xyz 0 1
C 0.375 0.102 -0.766
C 0.324 -0.175 0.619
O -0.828 0.793 1.288
O -1.639 0.113 0.346
N -0.710 -0.758 -0.205
H 0.265 1.220 -1.128
H 1.185 -0.519 -1.280
H 1.029 -0.776 1.127
*
```

- E_HOMO: -9.2788 eV
- Orbital gap: 10.2 eV
- Molecular weight: 73.051 g/mol
- Structure (SMILES): C1[C@H]2OON12

***

Short version: <i>, <ii>, most stable first.

***

<i>
Computed, not measured: 2 unconnected molecules or ions with the total composition C2H3NO2, with wB97M-V/def2-TZVPD.

ORCA input file:
```
! wB97M-V def2-TZVPD RIJCOSX def2/J DEFGRID3
* xyz 0 1
N 2.040 -0.349 -0.165
C 1.324 0.524 0.133
O 0.747 1.494 0.198
H 2.380 -1.294 0.408
C -1.628 -0.032 -0.071
O -0.687 0.422 -0.719
H -2.698 0.324 -0.075
H -1.477 -1.089 0.291
*
```

- E_HOMO: -10.0623 eV
- Orbital gap: 10.7 eV
- Molecular weight: 73.051 g/mol
- Structure (SMILES): N=C=O.C=O

***

<ii>
Computed, not measured: 2 unconnected molecules or ions with the total composition C2H3NO2, with wB97M-V/def2-TZVPD.

ORCA input file:
```
! wB97M-V def2-TZVPD RIJCOSX def2/J DEFGRID3
* xyz 0 1
N 2.577 -0.120 0.782
C 1.731 -0.092 -0.093
O 0.950 -0.175 -0.960
H 2.395 0.214 1.745
C -1.509 -0.013 -0.082
O -1.033 -0.248 1.000
H -2.386 -0.725 -0.509
H -1.128 0.778 -0.895
*
```

- E_HOMO: -10.1292 eV
- Orbital gap: 10.9 eV
- Molecular weight: 73.051 g/mol
- Structure (SMILES): N=C=O.C=O

***

<iii>
Computed, not measured: 2 unconnected molecules or ions with the total composition C2H3NO2, with wB97M-V/def2-TZVPD.

ORCA input file:
```
! wB97M-V def2-TZVPD RIJCOSX def2/J DEFGRID3
* xyz 0 1
C -1.633 1.076 0.016
N -1.993 -0.038 0.040
O -2.600 -1.031 0.256
H -0.903 1.744 -0.366
C 1.749 -0.420 -0.004
O 1.315 0.659 -0.286
H 1.525 -1.431 -0.360
H 2.540 -0.559 0.704
*
```

- E_HOMO: -9.9335 eV
- Orbital gap: 10.4 eV
- Molecular weight: 73.051 g/mol
- Structure (SMILES): C#[N+][O-].C=O

***

<iv>
Computed, not measured: C2H3NO2 in the gas phase, with wB97M-V/def2-TZVPD.

ORCA input file:
```
! wB97M-V def2-TZVPD RIJCOSX def2/J DEFGRID3
* xyz 0 1
O -0.400 0.374 -1.161
C -1.018 -0.102 -0.145
N -0.209 -0.252 0.847
C 1.068 0.313 -0.295
O 1.641 1.329 -0.087
H -2.083 -0.339 -0.194
H -0.447 -0.647 1.748
H 1.458 -0.647 -0.644
*
```

- E_HOMO: -10.1875 eV
- Orbital gap: 11.0 eV
- Molecular weight: 73.051 g/mol

***

Short version: <ii>, <iv>, <i>, <iii>, most stable first.

***

<i>
Computed, not measured: C2H3NO2 in the gas phase, with wB97M-V/def2-TZVPD.

ORCA input file:
```
! wB97M-V def2-TZVPD RIJCOSX def2/J DEFGRID3
* xyz 0 1
H -0.806 1.681 1.534
N -0.429 1.529 0.626
C -0.050 0.400 0.244
O 0.526 0.198 -0.940
C 0.460 -1.214 -1.333
O 0.103 -2.080 -0.628
H -0.415 -0.491 0.852
H 0.925 -1.343 -2.407
*
```

- E_HOMO: -9.9008 eV
- Orbital gap: 10.7 eV
- Molecular weight: 73.051 g/mol
- Structure (SMILES): [H]/N=C/OC=O

***

<ii>
Computed, not measured: C2H3NO2 in the gas phase, with wB97M-V/def2-TZVPD.

ORCA input file:
```
! wB97M-V def2-TZVPD RIJCOSX def2/J DEFGRID3
* xyz 0 1
O -2.229 0.778 -0.328
C -1.096 0.412 -0.464
N -0.174 0.001 0.657
C 1.028 -0.355 0.108
O 1.214 -0.302 -1.101
H -0.313 0.227 -1.301
H -0.274 -0.064 1.673
H 1.844 -0.696 0.757
*
```

- E_HOMO: -9.7424 eV
- Orbital gap: 10.5 eV
- Molecular weight: 73.051 g/mol
- Structure (SMILES): O=CNC=O

***

<iii>
Computed, not measured: C2H3NO2 in the gas phase, with wB97M-V/def2-TZVPD.

ORCA input file:
```
! wB97M-V def2-TZVPD RIJCOSX def2/J DEFGRID3
* xyz 0 1
O -0.006 -1.223 1.565
C -0.712 -0.571 0.857
N -0.256 0.378 -0.073
C 0.952 0.340 -0.765
O 1.698 -0.591 -0.762
H -1.814 -0.613 0.868
H -0.992 1.006 -0.371
H 1.129 1.274 -1.319
*
```

- E_HOMO: -10.2536 eV
- Orbital gap: 10.8 eV
- Molecular weight: 73.051 g/mol
- Structure (SMILES): O=CNC=O

***

Short version: <iii>, <ii>, <i>, most stable first.

***

<i>
Computed, not measured: C2H3NO2 in the gas phase, with wB97M-V/def2-TZVPD.

ORCA input file:
```
! wB97M-V def2-TZVPD RIJCOSX def2/J DEFGRID3
* xyz 0 1
N -2.466 0.160 -0.069
C -1.341 -0.011 -0.203
C 0.085 -0.135 -0.337
O 0.679 -1.256 0.223
O 0.621 1.020 0.218
H 0.300 0.018 -1.532
H 1.509 -1.111 0.553
H 0.613 1.315 1.148
*
```

- E_HOMO: -11.5448 eV
- Orbital gap: 12.0 eV
- Molecular weight: 73.051 g/mol
- Structure (SMILES): N#CC(O)O

***

<ii>
Computed, not measured: C2H3NO2 in the gas phase, with wB97M-V/def2-TZVPD.

ORCA input file:
```
! wB97M-V def2-TZVPD RIJCOSX def2/J DEFGRID3
* xyz 0 1
C 1.443 -0.321 0.053
C 0.296 0.434 0.112
N -2.122 0.404 -0.053
O 2.583 0.157 0.014
O -0.995 -0.283 0.040
H 1.378 -1.442 0.112
H 0.329 1.454 -0.117
H -2.912 -0.403 -0.162
*
```

- E_HOMO (alpha / beta): -9.8843 / -9.8948 eV
- Orbital gap (alpha / beta): 9.5 / 8.2 eV
- Molecular weight: 73.051 g/mol

***

<iii>
Computed, not measured: C2H3NO2 in the gas phase, with wB97M-V/def2-TZVPD.

ORCA input file:
```
! wB97M-V def2-TZVPD RIJCOSX def2/J DEFGRID3
* xyz 0 1
C -1.561 0.439 -0.301
N -0.589 0.585 0.462
C 0.820 -0.020 0.224
O 1.678 0.818 0.100
O 1.389 -1.477 0.292
H -2.388 1.095 -0.087
H -1.670 -0.291 -1.084
H 2.321 -1.150 0.394
*
```

- E_HOMO: -10.6970 eV
- Orbital gap: 11.2 eV
- Molecular weight: 73.051 g/mol
- Structure (SMILES): C=NC(=O)O

***

<iv>
Computed, not measured: 2 unconnected molecules or ions with the total composition C2H3NO2, with wB97M-V/def2-TZVPD.

ORCA input file:
```
! wB97M-V def2-TZVPD RIJCOSX def2/J DEFGRID3
* xyz 0 1
C 0.172 0.779 0.379
C 0.401 -0.664 0.091
N -1.760 -0.008 -0.171
O -1.003 -1.104 0.064
O -1.038 1.045 -0.002
H 1.221 2.041 -0.475
H 0.967 -1.001 -0.819
H 1.041 -1.089 0.933
*
```

- E_HOMO (alpha / beta): -8.9162 / -8.5687 eV
- Orbital gap (alpha / beta): 8.3 / 8.0 eV
- Molecular weight: 73.051 g/mol

***

Short version: <i>, <iii>, <ii>, <iv>, most stable first.

***

<i>
Computed, not measured: 2 unconnected molecules or ions with the total composition C8H14, with wB97M-V/def2-TZVPD.

ORCA input file:
```
! wB97M-V def2-TZVPD RIJCOSX def2/J DEFGRID3
* xyz 0 1
C -3.041 0.455 1.458
C -2.199 0.672 0.605
C -1.537 -0.117 -1.573
C 1.160 0.775 1.478
C 0.417 -1.474 0.576
C 1.701 0.107 -0.755
C -1.319 0.896 -0.476
C 0.778 -0.046 0.359
H -3.844 0.401 2.085
H -1.191 -1.210 -1.365
H -1.106 0.323 -2.514
H -2.626 -0.171 -1.823
H 1.300 1.950 1.313
H 2.164 0.462 1.945
H 0.377 0.783 2.323
H 0.066 -2.028 -0.300
H -0.432 -1.587 1.271
H 1.291 -2.085 0.890
H 1.172 0.270 -1.692
H 2.582 0.903 -0.572
H 2.329 -0.863 -1.052
H -0.814 1.783 -0.682
*
```

- E_HOMO (alpha / beta): -7.4315 / -7.4752 eV
- Orbital gap (alpha / beta): 7.6 / 7.8 eV
- Molecular weight: 110.200 g/mol

***

<ii>
Computed, not measured: C8H14 in the gas phase, with wB97M-V/def2-TZVPD.

ORCA input file:
```
! wB97M-V def2-TZVPD RIJCOSX def2/J DEFGRID3
* xyz 0 1
C 1.286 1.785 1.154
C 1.014 2.375 -0.204
C 0.778 1.296 -1.300
C -0.459 0.503 -1.025
C -0.476 -0.873 -1.449
C -1.416 -2.668 1.383
C -0.368 -1.705 0.921
C -0.750 -0.744 0.040
H 2.047 1.022 1.166
H 0.390 1.341 1.586
H 1.599 2.561 1.855
H 1.738 3.060 -0.637
H 0.043 2.883 -0.202
H 1.629 0.597 -1.367
H 0.567 1.809 -2.236
H -1.280 -1.219 -2.083
H 0.520 -1.337 -1.585
H -1.818 -3.192 0.537
H -2.219 -2.186 1.940
H -0.946 -3.329 2.101
H 0.478 -1.713 1.607
H -1.814 -0.562 0.242
*
```

- E_HOMO: -7.0566 eV
- Orbital gap: 6.5 eV
- Molecular weight: 110.200 g/mol

***

Short version: <i>, <ii>, most stable first.

***

<i>
Computed, not measured: 2 unconnected molecules or ions with the total composition C4H14N2O, with wB97M-V/def2-TZVPD.

ORCA input file:
```
! wB97M-V def2-TZVPD RIJCOSX def2/J DEFGRID3
* xyz 0 1
N 1.330 -0.038 2.509
C 0.919 -1.193 1.424
C 0.347 -0.640 0.034
C -0.432 -1.694 -0.775
C -0.463 -1.085 -2.150
N 0.095 0.233 -2.246
H 2.412 -0.173 2.228
H 0.861 0.858 2.277
H 0.081 -1.925 1.647
H 1.659 -1.883 1.025
H 1.233 -0.249 -0.494
H -0.273 0.271 0.232
H 0.165 -2.625 -0.709
H -1.546 -1.982 -0.449
H -1.422 -1.052 -2.558
H 0.047 -1.718 -2.933
H -0.524 0.882 -1.878
H 0.440 0.594 -3.060
O -1.724 4.149 1.702
H -1.350 4.142 2.659
H -1.857 5.131 1.516
*
```

- E_HOMO: -8.6530 eV
- Orbital gap: 9.4 eV
- Molecular weight: 106.169 g/mol
- Structure (SMILES): NCCCCN.O

***

<ii>
Computed, not measured: 2 unconnected molecules or ions with the total composition C4H14N2O, with wB97M-V/def2-TZVPD.

ORCA input file:
```
! wB97M-V def2-TZVPD RIJCOSX def2/J DEFGRID3
* xyz 0 1
C -0.178 2.042 1.742
N -0.043 0.637 1.404
C -1.175 0.106 0.680
C -1.231 -1.407 0.690
C 0.108 -2.067 0.320
N 0.631 -1.589 -0.944
H -1.058 2.206 2.365
H -0.239 2.710 0.878
H 0.653 2.399 2.338
H 0.888 0.486 1.049
H -1.200 0.487 -0.349
H -2.068 0.530 1.138
H -1.534 -1.861 1.631
H -1.899 -1.724 -0.070
H 0.828 -1.821 1.108
H 0.011 -3.142 0.406
H 1.612 -1.776 -1.082
H 0.087 -1.904 -1.730
O 2.165 2.217 -3.863
H 2.278 1.409 -3.342
H 1.364 2.061 -4.370
*
```

- E_HOMO: -8.4083 eV
- Orbital gap: 9.1 eV
- Molecular weight: 106.169 g/mol
- Structure (SMILES): CNCCCN.O

***

Short version: <ii>, <i>, most stable first.

***

<i>
Computed, not measured: 2 unconnected molecules or ions with the total composition C7H10N2OS, with wB97M-V/def2-TZVPD.

ORCA input file:
```
! wB97M-V def2-TZVPD RIJCOSX def2/J DEFGRID3
* xyz 0 1
C -1.949 -0.268 -1.529
C -4.293 0.132 -1.813
C -0.058 -0.279 1.635
C 0.883 0.664 0.945
C 0.505 -0.753 0.562
C 0.264 1.853 0.158
C 0.803 -1.850 -0.401
N -2.438 -0.582 -0.374
N -2.979 0.145 -2.328
O -5.299 0.459 -2.377
S -4.186 -0.510 -0.228
H -0.638 -0.366 2.598
H -1.766 -0.831 0.368
H 1.816 0.978 1.494
H 0.842 2.646 0.623
H -0.833 1.909 0.457
H 0.296 1.518 -0.990
H 1.896 -2.081 -0.559
H 0.324 -1.681 -1.299
H 0.611 -2.889 0.044
H -2.820 0.493 -3.181
*
```

- E_HOMO: -9.1784 eV
- Orbital gap: 9.7 eV
- Molecular weight: 170.237 g/mol

***

<ii>
Computed, not measured: C7H10N2OS in the gas phase, with wB97M-V/def2-TZVPD.

ORCA input file:
```
! wB97M-V def2-TZVPD RIJCOSX def2/J DEFGRID3
* xyz 0 1
C 1.031 0.254 -1.986
C 0.233 -0.413 -0.996
C 0.477 0.279 0.159
C -0.837 -1.376 -1.352
C -0.539 0.037 1.635
C -1.751 -1.499 -0.195
C 1.980 2.122 0.823
N 1.761 1.206 -1.489
N 1.368 1.263 -0.156
O -2.093 -1.810 2.346
S -0.934 -1.758 1.430
H 1.135 0.032 -3.089
H -1.477 -1.044 -2.199
H -0.384 -2.201 -1.705
H -0.030 0.318 2.539
H -1.365 0.654 1.445
H -2.470 -0.676 -0.128
H -2.454 -2.228 -0.244
H 2.737 2.724 0.200
H 1.124 2.576 1.225
H 2.489 1.538 1.735
*
```

- E_HOMO: -8.9621 eV
- Orbital gap: 9.7 eV
- Molecular weight: 170.237 g/mol

***

Short version: <ii>, <i>, most stable first.